1.
38
Properties=species:S:1:pos:R:3 method="wB97M-V/def2-TZVPD" total_energy_ev=-38304.417 e_above_lowest_kcal_mol=27.22 total_charge=+3 spin_multiplicity=2 orbital_gap_ev="5.69 / 6.22"
Re 0.01881 -0.21564 -0.17727
O 2.17734 -0.59212 0.53264
C 2.45635 -0.23789 1.88539
C 2.61905 1.27018 2.08811
C 1.46682 2.07047 1.44981
C 0.11193 1.80776 2.03576
C -0.30173 2.42830 3.21150
C -1.62500 2.33648 3.61753
C -2.52552 1.64126 2.80656
C -2.04423 0.97070 1.70101
N -0.74429 1.00602 1.34894
H 2.95465 -0.42961 -0.03282
H 3.37557 -0.74280 2.20984
H 1.62397 -0.64611 2.47457
H 3.55521 1.62249 1.64812
H 2.67389 1.47080 3.15785
H 1.44399 1.90801 0.35640
H 1.69956 3.12995 1.59836
H 0.41385 3.01791 3.76965
H -1.96013 2.84137 4.51661
H -3.58249 1.62093 3.03266
H -2.72166 0.40536 1.07306
N -0.07469 -5.30524 0.39858
N -0.56638 -4.10740 0.36812
N -1.86627 -3.88805 0.48708
C -1.99342 -2.59749 0.43067
N -0.76086 -2.02113 0.27432
N 0.11889 -3.00805 0.24093
H -0.72232 -6.07921 0.55102
H 0.92041 -5.46074 0.26763
H -2.93403 -2.08147 0.49121
F -1.74636 1.71866 -1.47570
C -1.37603 0.44531 -1.62942
F -2.46312 -0.32071 -1.76306
C -0.35099 0.24508 -2.76929
F 0.76224 0.93123 -2.30212
F 0.04552 -1.06408 -2.62364
F -0.60127 0.53614 -3.98676

2.
87
Properties=species:S:1:pos:R:3 method="wB97M-V/def2-TZVPD" total_energy_ev=-77217.540 total_charge=+1 orbital_gap_ev=6.18
C -0.76596 -0.93853 -0.30761
C -0.50796 -2.41185 -0.57102
O -1.40795 -2.96848 -1.54126
C -0.90410 -4.18984 -2.04035
C -0.09943 -4.02515 -3.34363
O -0.96026 -3.35944 -4.26677
C -0.30792 -2.53151 -5.17434
N -0.19768 -1.13259 -4.73013
C 1.13202 -0.73518 -4.22694
O 1.46658 0.56947 -4.68134
C 2.55195 1.08680 -4.00666
C 2.57650 2.58324 -3.88469
O 3.38372 0.40639 -3.60564
C -0.82776 -0.20513 -5.53178
N -0.43605 0.13631 -6.71039
S 0.95623 -0.59524 -7.43205
N -1.99518 0.44242 -5.08928
I -2.92311 -0.62607 -3.56346
P -1.67221 2.08798 -4.53778
N -0.81498 2.21942 -3.24857
H -1.49757 -0.76727 0.47862
H -1.02237 -0.40266 -1.21895
H 0.15816 -0.48081 0.05304
H 0.51246 -2.57200 -0.93994
H -0.63033 -2.96320 0.36838
H -0.32050 -4.72963 -1.29082
H -1.77414 -4.78276 -2.32799
H 0.82842 -3.46507 -3.17961
H 0.18308 -5.02725 -3.68446
H 0.67541 -2.97570 -5.36398
H -0.82234 -2.54955 -6.13998
H 1.89752 -1.47725 -4.45811
H 1.08663 -0.68769 -3.13078
H 1.56203 2.95594 -4.01382
H 2.97062 2.86880 -2.91548
H 3.21349 2.99498 -4.66785
H -0.94201 0.83828 -7.24016
H 1.28498 0.28042 -8.41146
H -1.11869 2.77783 -5.65232
H -2.94411 2.64878 -4.29767
H -0.52223 1.31298 -2.90048
C -6.13410 1.00489 6.42513
O -5.18615 1.71863 5.65937
C -3.85062 1.29796 5.88061
C -3.04119 1.33786 4.60069
O -3.35927 0.31999 3.65826
C -4.61075 0.39658 2.98752
C -4.73206 1.53717 1.99583
O -4.87849 2.78299 2.65441
C -4.21703 3.84578 2.00404
H -6.08524 1.30165 7.47812
H -7.12384 1.24158 6.03723
H -5.98212 -0.07647 6.33664
H -3.82436 0.28146 6.28902
H -3.39846 1.97713 6.61395
H -1.99734 1.15609 4.87098
H -3.07093 2.32541 4.13855
H -5.43869 0.39740 3.69687
H -4.68488 -0.53603 2.42116
H -5.62341 1.38153 1.37363
H -3.84371 1.54196 1.35272
H -3.18046 3.58268 1.76470
H -4.20891 4.69800 2.68165
H -4.74958 4.12963 1.08921
C 3.93202 1.38394 4.90857
O 4.40288 1.09886 3.60797
C 5.77692 0.74484 3.57065
C 6.04057 -0.33091 2.53720
O 5.56722 -1.62588 2.88647
C 4.16448 -1.84402 2.90385
C 3.49979 -1.82532 1.54151
O 3.40492 -0.50346 1.02772
C 3.59021 -0.42487 -0.36559
H 4.31636 2.34805 5.25807
H 2.84432 1.43113 4.86763
H 4.21300 0.59459 5.61396
H 6.11518 0.38999 4.55018
H 6.35086 1.64282 3.31102
H 7.12465 -0.44063 2.45154
H 5.68352 -0.03348 1.54997
H 3.66826 -1.16325 3.59628
H 4.04048 -2.85055 3.31134
H 2.48089 -2.22329 1.63487
H 4.07172 -2.46367 0.85847
H 4.48719 -0.96456 -0.68659
H 3.70907 0.62563 -0.62863
H 2.71214 -0.81999 -0.88925

3.
14
Properties=species:S:1:pos:R:3 method="wB97M-V/def2-TZVPD" total_energy_ev=-18973.817 e_above_lowest_kcal_mol=44.62 total_charge=+1 orbital_gap_ev=9.88
N -1.01632 -1.51936 -0.75585
N -0.70468 -1.49216 0.46344
C 0.18549 -0.79374 0.97829
N 1.01924 0.18254 0.25452
S 2.65342 -0.34136 -0.10918
C 0.47020 1.24741 -0.21495
N -0.82010 1.48713 -0.05697
H -1.63397 -2.34286 -1.01721
H -0.31952 -1.16685 -1.55694
H 0.34662 -0.89021 2.10226
H 2.34840 -1.34546 0.52266
H 1.09869 1.70410 -0.94529
H -1.16982 2.46142 -0.35886
H -1.30759 1.02182 0.64731

4.
24
Properties=species:S:1:pos:R:3 method="wB97M-V/def2-TZVPD" total_energy_ev=-33557.952 e_above_lowest_kcal_mol=44.93 smiles=C[C@@H]1C[C@H]1Cl.C[C@@H](S)CF orbital_gap_ev=10.11
C -0.41261 -0.49404 -1.35099
C 0.64078 -0.35044 -2.45630
C 1.73201 -1.39203 -2.31014
C 2.10131 -0.01132 -2.16818
Cl 3.08339 0.86787 -3.46720
H -1.18005 -1.29786 -1.67796
H -1.02124 0.45681 -1.26198
H -0.01574 -0.99854 -0.39749
H 0.30532 -0.19561 -3.39570
H 1.97484 -1.85098 -3.37897
H 1.83910 -2.15293 -1.55857
H 2.40178 0.43894 -1.28096
C 0.28108 0.45218 1.54183
C -0.81738 0.61019 2.61149
S -1.02032 2.38702 2.89393
C -2.21059 0.03930 2.33300
F -2.13045 -1.20841 1.64453
H 0.04091 1.04862 0.74279
H 0.55475 -0.64855 1.22900
H 1.17215 1.03749 1.78627
H -0.37567 0.05205 3.47694
H -1.40959 2.32766 1.44329
H -2.86652 -0.04630 3.21382
H -2.66725 0.92888 1.78755